Formula: C36H104N4O24
Source: the OMol25 dataset
Level of theory: wB97M-V/def2-TZVPD

Output
Strongest force on any atom, Eh/bohr: 0.0670
E_LUMO, eV: -0.043
DFT total energy, hartree: -3458.3304
2S+1: 1
Energy relative to the best compared isomer or geometry (same formula, charge and spin), kJ/mol: 607.97

Geometry as XYZ:
```
168
Properties=species:S:1:pos:R:3:mulliken_charge:R:1
C -7.455 -10.361 4.346 -0.4231
C -8.747 -11.094 4.848 -0.3777
O -9.969 -10.567 4.315 -0.5174
O -7.344 -9.033 4.799 -0.4991
H -7.450 -10.297 3.258 0.2765
H -6.579 -10.944 4.631 0.3242
H -8.849 -11.072 5.933 0.2911
H -8.699 -12.164 4.644 0.3338
H -10.725 -10.987 4.732 0.2944
H -8.142 -8.588 4.505 0.2964
C -4.536 -4.884 10.291 -0.3180
C -4.307 -5.671 8.977 -0.4609
O -5.149 -6.777 8.917 -0.5332
O -4.098 -5.787 11.351 -0.5302
H -5.606 -4.739 10.437 0.2488
H -3.956 -3.963 10.343 0.2966
H -3.266 -5.993 9.014 0.2848
H -4.487 -5.046 8.102 0.3921
H -5.217 -7.003 7.987 0.3058
H -4.372 -6.659 11.060 0.3143
C -1.208 1.125 3.807 -0.3883
C -0.978 2.528 3.255 -0.3358
O -1.517 2.675 1.922 -0.5065
O -2.447 1.051 4.437 -0.4700
H -0.414 0.931 4.529 0.2701
H -1.209 0.406 2.988 0.2825
H 0.106 2.647 3.244 0.2813
H -1.400 3.307 3.888 0.2874
H -2.452 2.477 2.006 0.2952
H -2.641 1.817 4.983 0.2826
C -19.162 -2.573 -0.753 -0.4158
C -17.973 -2.762 -1.762 -0.3321
O -18.476 -3.641 -2.757 -0.5314
O -19.490 -3.790 -0.183 -0.5433
H -20.052 -2.174 -1.240 0.2946
H -18.881 -1.865 0.027 0.3543
H -17.300 -3.402 -1.190 0.2317
H -17.552 -1.849 -2.184 0.3297
H -18.984 -4.308 -2.289 0.3119
H -20.139 -3.657 0.512 0.3003
C -8.359 5.845 4.789 -0.3228
C -7.027 6.478 5.281 -0.5054
O -6.772 6.387 6.672 -0.5033
O -8.202 4.427 4.769 -0.4264
H -8.491 6.304 3.810 0.3335
H -9.042 6.321 5.492 0.2474
H -7.045 7.540 5.038 0.3602
H -6.279 5.957 4.684 0.2736
H -6.321 5.558 6.852 0.2929
H -8.055 4.117 5.665 0.2470
C -7.442 -2.065 -3.985 -0.3215
C -8.872 -1.678 -4.510 -0.4778
O -9.655 -1.149 -3.493 -0.5259
O -7.573 -3.274 -3.161 -0.5058
H -6.982 -1.237 -3.445 0.2753
H -6.733 -2.274 -4.786 0.3546
H -9.426 -2.525 -4.914 0.2728
H -8.838 -0.971 -5.339 0.3294
H -9.862 -1.851 -2.872 0.3147
H -6.660 -3.437 -2.915 0.2744
C -11.184 -7.090 9.457 -0.3708
C -11.939 -6.833 8.152 -0.3879
O -12.535 -5.537 8.117 -0.4814
O -12.108 -7.316 10.449 -0.5197
H -10.581 -6.250 9.803 0.3067
H -10.546 -7.956 9.281 0.2782
H -12.531 -7.677 7.798 0.3288
H -11.197 -6.709 7.363 0.2377
H -13.459 -5.797 8.124 0.3005
H -12.361 -6.427 10.709 0.3082
C -5.896 1.499 9.066 -0.3365
C -4.956 2.682 9.402 -0.4527
O -4.082 3.062 8.332 -0.5145
O -7.067 1.928 8.480 -0.5025
H -6.188 1.110 10.042 0.3115
H -5.349 0.838 8.394 0.2639
H -4.274 2.457 10.222 0.3802
H -5.561 3.534 9.712 0.2632
H -3.222 3.256 8.712 0.2998
H -7.728 1.234 8.415 0.2916
C -7.970 2.521 -0.278 -0.3117
C -6.772 3.453 0.059 -0.4131
O -6.109 3.298 1.277 -0.4065
O -9.142 3.029 0.307 -0.5143
H -7.889 1.505 0.109 0.2421
H -8.062 2.548 -1.364 0.3081
H -7.072 4.496 -0.043 0.2779
H -6.008 3.122 -0.645 0.2899
H -6.777 3.449 1.950 0.2409
H -8.970 3.014 1.251 0.2815
C -15.325 -9.074 -0.936 -0.3389
C -16.173 -8.853 0.335 -0.4300
O -16.523 -10.159 0.684 -0.5320
O -16.125 -9.113 -2.094 -0.5174
H -14.793 -10.024 -0.892 0.2941
H -14.519 -8.343 -0.994 0.3327
H -17.024 -8.198 0.150 0.2693
H -15.528 -8.464 1.123 0.2933
H -17.259 -10.333 0.093 0.3244
H -15.468 -9.256 -2.778 0.3048
C -9.850 -5.507 1.647 -1.4826
C -10.385 -4.131 1.519 0.5894
C -9.362 -3.115 1.901 -0.7504
O -8.897 -3.184 3.209 -0.2827
C -7.752 -2.349 3.479 -0.7731
N -10.770 -4.018 0.102 -0.6909
H -8.944 -5.597 1.048 0.3433
H -10.511 -6.328 1.368 0.4326
H -9.590 -5.700 2.688 0.2694
H -11.337 -4.068 2.045 0.2703
H -9.868 -2.151 1.965 0.3234
H -8.517 -3.008 1.221 0.3702
H -6.921 -2.574 2.810 0.3372
H -7.347 -2.550 4.471 0.2576
H -7.981 -1.287 3.392 0.2811
H -9.962 -4.262 -0.452 0.2614
H -11.482 -4.691 -0.142 0.2448
C -3.471 -7.212 -0.409 -1.4080
C -2.776 -5.952 0.039 0.4913
C -1.285 -6.163 0.355 -0.7775
O -0.664 -5.162 1.101 -0.3424
C -0.756 -5.366 2.490 -0.6756
N -2.902 -4.976 -1.049 -0.7083
H -4.551 -7.083 -0.480 0.3398
H -3.451 -7.950 0.393 0.3802
H -3.117 -7.604 -1.362 0.3165
H -3.225 -5.528 0.937 0.3029
H -0.846 -6.211 -0.641 0.3525
H -1.028 -7.130 0.790 0.3636
H -1.797 -5.555 2.754 0.2786
H -0.542 -4.475 3.081 0.2798
H -0.049 -6.123 2.828 0.2678
H -2.340 -4.150 -0.899 0.2704
H -2.403 -5.471 -1.774 0.2733
C -7.441 -9.139 -8.944 -1.4503
C -8.699 -8.206 -9.122 0.6613
C -9.239 -7.384 -7.921 -0.7070
O -9.610 -8.308 -6.876 -0.3158
C -9.878 -7.632 -5.693 -0.7713
N -8.375 -7.387 -10.223 -0.8040
H -6.541 -8.537 -9.069 0.4061
H -7.337 -9.857 -9.757 0.3463
H -7.361 -9.698 -8.011 0.3276
H -9.522 -8.805 -9.512 0.2390
H -10.072 -6.758 -8.241 0.3157
H -8.501 -6.661 -7.574 0.3554
H -10.450 -6.714 -5.823 0.3289
H -8.970 -7.451 -5.117 0.2834
H -10.623 -8.262 -5.208 0.2721
H -7.928 -7.936 -10.944 0.2525
H -9.251 -7.143 -10.664 0.2609
C -13.033 0.849 7.646 -1.6195
C -12.738 -0.058 6.469 0.9020
C -12.664 0.761 5.141 -0.7531
O -13.918 0.816 4.437 -0.3491
C -14.355 -0.328 3.777 -0.5711
N -11.482 -0.768 6.750 -0.7311
H -13.528 0.298 8.446 0.3694
H -13.774 1.633 7.489 0.3798
H -12.174 1.327 8.117 0.3444
H -13.479 -0.848 6.347 0.2290
H -11.833 0.440 4.512 0.3677
H -12.502 1.799 5.431 0.2901
H -15.171 -0.048 3.111 0.2123
H -14.573 -1.157 4.451 0.2511
H -13.492 -0.736 3.249 0.2619
H -11.111 -1.144 5.889 0.1765
H -11.819 -1.659 7.087 0.2494
```

=====

Formula: C36H106N6O20
Source: the OMol25 dataset
Level of theory: wB97M-V/def2-TZVPD

Output
Strongest force on any atom, Eh/bohr: 0.0602
E_LUMO (spin up / spin down), eV: -2.341 / -7.946
<S²>: 0.76
Charge: +1
DFT total energy, hartree: -3267.9261
2S+1: 2

Geometry as XYZ:
```
168
Properties=species:S:1:pos:R:3:mulliken_spin:R:1
C 1.564 2.323 -6.165 0.0000
C 2.085 1.070 -6.878 0.0000
C 1.132 -0.145 -6.687 0.0002
O 1.864 -1.365 -6.997 0.0000
C 1.057 -2.530 -7.005 0.0000
N 2.203 1.353 -8.270 0.0000
H 0.666 2.741 -6.620 0.0000
H 2.309 3.084 -5.934 0.0000
H 1.324 1.972 -5.162 -0.0003
H 3.067 0.828 -6.471 0.0000
H 0.282 -0.098 -7.367 0.0000
H 0.712 -0.192 -5.682 0.0003
H 1.117 -3.063 -6.056 0.0000
H 1.536 -3.181 -7.736 0.0000
H 0.071 -2.252 -7.376 0.0000
H 2.667 0.540 -8.648 0.0000
H 1.269 1.294 -8.649 0.0000
C 4.987 4.221 0.490 0.0000
C 3.481 3.873 0.283 0.0000
C 2.757 3.686 1.635 -0.0002
O 3.218 2.756 2.525 0.0002
C 2.820 1.476 2.183 -0.0008
N 2.768 4.893 -0.485 0.0000
H 5.432 3.581 1.252 0.0000
H 5.187 5.262 0.743 0.0000
H 5.536 4.052 -0.436 0.0000
H 3.379 2.939 -0.271 0.0002
H 1.673 3.601 1.551 0.0001
H 2.932 4.652 2.109 0.0000
H 3.273 1.119 1.258 0.0006
H 1.745 1.405 2.015 -0.0001
H 3.102 0.675 2.865 0.0001
H 3.062 5.825 -0.229 0.0000
H 1.814 4.786 -0.170 0.0000
C -2.367 2.157 2.101 0.0023
C -3.321 3.015 2.956 0.0003
C -4.411 3.802 2.242 -0.0001
O -5.025 4.681 3.169 0.0000
C -6.066 5.500 2.607 0.0000
N -3.944 2.230 3.987 0.0003
H -1.710 1.557 2.731 -0.0007
H -1.814 2.807 1.424 0.0002
H -2.908 1.389 1.549 -0.0012
H -2.692 3.714 3.508 0.0000
H -5.163 3.114 1.855 0.0000
H -3.964 4.260 1.359 0.0000
H -6.413 6.274 3.291 0.0000
H -6.955 4.976 2.255 0.0000
H -5.675 6.070 1.764 0.0000
H -4.541 2.901 4.450 0.0000
H -3.256 2.004 4.691 0.0000
C 0.013 -1.645 1.603 0.0217
C -0.604 -0.827 0.450 -0.1182
C 0.523 -0.324 -0.578 0.2473
O -0.141 0.539 -1.487 0.0368
C 0.453 0.636 -2.763 0.0167
N -1.577 -1.577 -0.248 0.5610
H 0.440 -2.560 1.192 -0.0031
H -0.726 -1.880 2.369 0.0082
H 0.842 -1.160 2.118 0.0013
H -1.000 0.092 0.881 0.0221
H 0.992 -1.187 -1.050 -0.0093
H 1.336 0.104 0.008 0.0048
H 0.077 1.548 -3.226 -0.0012
H 0.213 -0.159 -3.469 0.0074
H 1.523 0.730 -2.580 -0.0142
H -1.813 -0.924 -0.981 -0.0083
H -1.126 -2.322 -0.758 0.0238
C -0.081 -4.921 3.472 -0.0009
C 0.639 -5.772 4.526 0.0004
C -0.283 -6.846 5.207 0.0000
O -1.445 -6.167 5.772 0.0001
C -2.229 -6.972 6.626 0.0000
N 1.707 -6.370 3.817 0.0001
H 0.613 -4.116 3.227 -0.0001
H -0.951 -4.509 3.982 0.0004
H -0.346 -5.567 2.635 0.0008
H 0.881 -5.107 5.356 0.0000
H 0.329 -7.349 5.956 0.0000
H -0.487 -7.605 4.451 0.0000
H -2.562 -7.843 6.062 0.0000
H -3.009 -6.256 6.886 0.0000
H -1.587 -7.172 7.483 0.0000
H 2.141 -7.000 4.476 0.0000
H 2.415 -5.668 3.658 0.0000
C -2.697 7.466 -7.693 0.0000
C -2.010 6.103 -7.512 0.0000
C -2.722 5.199 -6.454 0.0000
O -1.926 4.092 -5.923 0.0000
C -0.862 4.535 -5.097 0.0000
N -1.916 5.521 -8.846 0.0000
H -2.067 7.962 -8.431 0.0000
H -2.693 8.027 -6.759 0.0000
H -3.709 7.356 -8.084 0.0000
H -1.013 6.278 -7.109 0.0000
H -3.710 4.831 -6.731 0.0000
H -2.985 5.763 -5.559 0.0000
H -0.583 3.651 -4.523 0.0001
H -1.170 5.210 -4.299 0.0000
H 0.050 4.887 -5.580 0.0000
H -1.141 4.877 -8.783 0.0000
H -1.702 6.300 -9.452 0.0000
O -0.036 -3.485 -1.519 0.0069
H -0.080 -3.645 -2.462 -0.0003
H 0.817 -3.832 -1.256 -0.0009
O -1.883 -1.249 -4.867 0.0000
H -1.996 -0.811 -5.711 0.0000
H -2.581 -0.894 -4.317 0.0000
C -4.303 -2.348 1.662 0.0070
C -3.808 -1.216 2.566 0.0127
O -4.838 -0.314 2.771 0.0122
O -3.234 -3.256 1.366 0.1341
H -4.657 -1.938 0.716 0.0030
H -5.187 -2.760 2.149 0.0108
H -2.883 -0.889 2.091 0.0031
H -3.508 -1.650 3.520 0.0058
H -4.539 0.407 3.330 0.0002
H -2.599 -2.702 0.905 -0.0030
C 2.735 -2.052 5.688 0.0000
C 3.835 -3.046 6.119 0.0000
O 5.106 -2.766 5.589 0.0000
O 2.064 -2.319 4.462 -0.0004
H 3.160 -1.049 5.637 0.0000
H 2.058 -2.023 6.542 0.0000
H 3.649 -4.075 5.814 0.0000
H 3.894 -3.143 7.203 0.0000
H 5.616 -2.340 6.282 0.0000
H 2.744 -2.545 3.823 0.0000
C -2.377 -2.948 6.576 0.0003
C -1.012 -2.251 6.290 -0.0003
O -1.027 -1.215 5.201 0.0004
O -2.704 -3.832 5.476 0.0003
H -3.121 -2.153 6.630 0.0000
H -2.450 -3.506 7.510 0.0000
H -0.207 -2.918 5.984 0.0001
H -0.576 -1.866 7.212 0.0001
H -1.225 -1.699 4.396 0.0041
H -2.294 -4.689 5.615 0.0005
C 4.148 -4.545 2.035 0.0000
C 3.588 -3.184 1.540 0.0010
O 4.106 -2.108 2.274 0.0000
O 4.115 -4.671 3.472 0.0000
H 5.168 -4.496 1.654 0.0000
H 3.623 -5.365 1.545 0.0000
H 2.500 -3.152 1.596 -0.0010
H 3.862 -3.100 0.488 -0.0001
H 4.698 -1.529 1.787 0.0000
H 4.531 -3.840 3.714 0.0000
C 5.025 0.097 -2.328 0.0005
C 4.376 -0.552 -1.125 -0.0047
O 5.124 -0.505 0.056 0.0001
O 4.073 0.669 -3.245 -0.0001
H 5.699 -0.559 -2.880 0.0002
H 5.582 0.950 -1.941 -0.0001
H 4.112 -1.606 -1.208 -0.0005
H 3.485 0.042 -0.922 0.0033
H 5.919 -1.009 -0.135 0.0001
H 3.986 1.536 -2.842 -0.0001
C -3.284 1.584 -3.492 -0.0006
C -2.930 2.018 -2.064 0.0055
O -4.113 2.461 -1.411 0.0005
O -3.959 0.360 -3.544 0.0001
H -2.325 1.482 -4.001 0.0002
H -3.895 2.312 -4.025 -0.0001
H -2.131 2.757 -2.114 -0.0003
H -2.417 1.163 -1.623 -0.0008
H -4.644 1.771 -1.007 0.0000
H -4.760 0.506 -3.036 0.0001
```